(1)
Density functional theory data (ωB97M-V with the def2-TZVPD basis set) for a structure of composition C13H31Li3N8O12 at a distorted geometry.

Its energy is -1877.70714 Ha. Its total charge is 0. The LUMO energy comes out at -2.6 eV. Its spin multiplicity is 1. The molar mass comes out at 512.26 g/mol.

XYZ file:
```
67
Properties=species:S:1:pos:R:3:forces:R:3:mulliken_charge:R:1
O 2.33280 -2.13426 -2.17490 -0.6 -0.6 1.3 -0.708
O -1.87249 2.62228 2.98493 0.8 -0.6 0.2 -1.125
O -0.94216 2.13957 -2.73153 -0.3 0.0 0.2 -0.712
O -4.28341 5.57911 -0.85876 -0.1 -0.3 -0.4 -0.686
O -1.92115 4.23756 -1.38540 -0.6 0.1 0.1 -0.778
O 0.05452 -4.55334 0.58052 -0.5 0.2 -0.5 -0.653
O 2.35729 -2.19262 2.85241 0.2 0.2 0.5 -0.585
O 5.26004 1.68153 -2.41047 -0.1 0.1 0.7 -0.657
O 3.67036 -0.55108 -3.95730 -0.1 -0.2 0.4 -0.682
O -4.45493 3.64839 3.32283 1.7 -0.4 -0.3 -0.785
O -3.52705 0.46378 1.14396 -0.1 -0.8 0.8 -0.507
O 0.32285 0.71127 1.95469 -0.2 0.5 1.5 -1.122
N -5.35282 -0.91375 1.42174 0.4 -0.3 0.7 -0.456
N 5.55113 -0.12891 -1.09769 0.4 -0.4 0.1 -0.352
N 4.93756 1.87096 -0.16094 -0.2 0.9 -0.3 -0.408
N -1.51426 -5.36903 -0.83591 -1.4 -1.1 0.0 -0.407
N -5.59398 1.14580 0.52901 0.6 -0.5 0.1 -0.368
N -0.40588 -3.44109 -1.34463 0.0 -0.1 0.2 -0.072
N 3.09728 -2.37811 -0.01980 -0.3 0.2 -0.4 -0.117
N 3.12098 -4.12843 -1.43718 0.1 -0.9 0.7 -0.401
C 2.74497 -2.85382 -1.26022 1.3 1.1 -1.4 0.739
C -0.67675 -0.20733 -0.17279 0.1 1.0 0.7 -1.836
C -0.61410 -4.44678 -0.46231 1.6 0.6 0.7 0.601
C 0.55575 0.18006 0.66067 0.9 -2.0 0.7 2.478
C -3.87755 4.80062 0.00115 0.3 0.8 -0.2 0.588
C -3.81717 3.86356 2.24650 -3.0 -0.3 1.7 0.552
C 5.25757 1.19298 -1.28774 0.0 -0.9 -1.0 0.616
C -2.49383 4.07825 -0.31078 0.5 0.0 0.8 -0.037
C -1.87105 3.31528 0.76473 -1.0 0.6 0.2 0.546
C 1.66150 0.90035 -0.08905 -0.9 1.2 0.4 -1.775
C -2.46666 3.23615 2.00565 1.0 -0.1 -0.3 0.876
C -4.48168 4.59855 1.26792 1.4 -0.6 -1.5 -1.026
C -4.74856 0.25013 1.08741 0.2 1.0 -1.3 0.445
Li -1.87264 0.49881 2.06077 0.0 1.3 -0.1 0.911
Li 0.15087 2.54295 2.87908 -1.5 -0.4 -0.9 0.877
Li 1.52999 -0.35666 3.44103 -0.7 -0.1 -1.3 0.810
H 3.22422 -2.41913 3.21329 -0.1 0.0 0.0 0.297
H -5.17023 1.97961 0.14521 -0.3 0.3 0.3 0.209
H 3.37274 -3.02814 0.68509 -0.1 0.1 0.3 0.144
H -1.30661 0.65731 -0.39176 0.0 0.0 -0.3 0.039
H -0.32486 -0.68700 -1.08249 -0.2 0.1 -0.1 0.347
H -6.17187 -1.18552 0.91507 -0.1 -0.2 0.2 0.180
H -1.97242 -5.89148 -0.10709 0.3 -0.1 0.1 0.260
H -0.27995 1.71706 -2.18208 0.1 0.0 0.0 0.242
H 4.60006 2.80030 -0.35195 0.1 0.0 0.5 0.225
H -6.54680 1.09563 0.83426 -0.2 0.5 -0.2 0.211
H -4.81941 -1.56687 1.96723 -0.2 -0.2 -0.2 0.212
H -2.05479 -5.29873 -1.67986 0.1 0.3 -0.1 0.181
H -1.34694 2.83433 -2.15112 0.4 -0.1 -0.5 0.413
H -5.47173 4.97395 1.46691 0.0 0.2 0.1 0.400
H 2.50302 1.08103 0.58469 0.3 -0.6 -0.2 0.225
H 0.97594 -0.81236 0.91265 0.2 -0.2 -0.5 -0.552
H 1.35758 1.93669 -0.28407 -0.2 -0.1 -0.4 0.486
H 5.72903 -0.68480 -1.91768 -0.1 0.1 -0.1 0.265
H -1.30370 -0.92123 0.36884 0.1 -0.2 0.0 0.658
H -1.01082 -3.27490 -2.12633 0.1 0.1 -0.1 0.209
H 0.40288 -2.86454 -1.20285 -0.1 0.2 -0.2 -0.167
H 3.48526 -4.58329 -0.62214 0.0 -0.5 -0.2 0.108
H 3.03973 -4.66615 -2.27852 -0.3 0.4 -0.2 0.243
H 5.01217 1.49602 0.76120 0.1 0.1 0.1 0.173
H 1.89666 0.41835 -1.03765 0.3 0.0 0.1 0.449
H 1.98323 -3.03726 2.55633 -0.4 0.3 -0.1 0.292
H 2.87047 -1.42652 0.21005 -0.2 -0.1 0.1 -0.088
H 5.31816 -0.63202 -0.26291 -0.1 0.1 0.1 0.147
H -0.88349 2.87695 0.65314 0.1 0.0 -0.4 -0.352
H 3.98808 0.22369 -3.47747 0.1 0.2 -0.2 0.317
H 3.08706 -1.01369 -3.32561 0.3 0.2 -0.4 0.441
```
Positions in Å, forces in eV/Å.



(2)
Density functional theory data (ωB97M-V with the def2-TZVPD basis set) for a structure of composition C13H32AsCl14F6O8P2 at a distorted geometry.

Its energy is -11077.12848 Ha. Its total charge is -2. The LUMO energy (alpha / beta) comes out at 3.7 / 3.7 eV. Its spin multiplicity is 2. The molar mass comes out at 1063.59 g/mol.

XYZ file:
```
76
Properties=species:S:1:pos:R:3:forces:R:3:mulliken_charge:R:1
As -0.67747 -0.41355 -1.86722 -0.6 0.5 0.1 1.515
Cl -1.70549 -0.66748 2.54358 -0.7 0.1 -0.1 -0.121
Cl -3.15457 -5.43022 -2.99947 -0.3 0.6 0.3 -0.233
Cl -5.54508 -3.67689 -2.93392 0.8 0.1 0.3 -0.205
Cl -4.25863 1.88454 -5.20832 0.3 -0.1 0.0 -0.251
Cl 0.54051 -3.07720 -5.05479 0.1 0.4 -0.3 -0.082
Cl 4.55011 -3.46535 -3.36774 0.0 -0.6 0.0 -0.228
Cl -4.68455 -0.88998 2.26287 1.0 0.5 -0.4 -0.263
Cl -1.86700 4.43017 -2.09367 -0.3 0.0 -0.1 -0.179
Cl 2.75659 4.12059 -1.53424 0.0 0.3 -0.1 -0.197
Cl 4.32774 -0.76700 -2.44678 -0.2 0.1 0.0 -0.176
Cl -5.18713 -0.81228 -5.00075 0.0 -0.7 -0.1 -0.178
Cl -2.13165 -3.24960 -6.08497 0.3 0.4 -0.5 -0.165
Cl -0.19727 4.27448 -4.46706 0.4 0.8 -1.1 -0.238
Cl 3.01995 1.71227 0.11373 0.2 0.1 -1.3 -0.069
P -1.59504 4.02921 2.64409 0.9 -0.2 -2.3 0.549
P 3.70595 -2.00005 3.08024 -0.1 1.0 -2.8 1.097
F 0.34995 -1.85274 -2.08154 1.4 -1.7 0.0 -0.455
F 0.73249 0.74341 -1.95121 1.2 0.9 -0.4 -0.463
F -0.42610 -0.43278 -0.07407 0.1 -0.1 1.6 -0.422
F -0.92625 -0.40218 -3.63856 -0.1 0.1 -2.2 -0.543
F -1.82238 1.00843 -1.83888 -0.9 1.4 0.4 -0.444
F -2.18937 -1.43702 -1.73658 -1.2 -1.0 0.4 -0.592
O -1.21613 2.78122 1.62996 -1.5 1.6 2.6 0.405
O -2.68806 3.46152 3.67767 0.6 -0.1 -1.0 -0.389
O 4.63279 -3.23635 3.59958 -1.4 0.8 -0.8 -0.319
O -2.00739 5.33125 2.00618 0.6 -2.4 1.5 -0.793
O 2.48758 -1.94824 4.13253 0.0 -0.1 0.2 -0.294
O -0.20480 4.09513 3.52334 -1.3 -0.3 0.3 -0.337
O 4.43548 -0.69082 2.84418 -1.7 -2.9 1.2 -0.698
O 2.99217 -2.64442 1.71339 2.3 -0.2 2.7 -0.384
C -3.74515 -3.71076 -2.77224 0.2 -0.8 -0.6 0.527
C -0.50813 -2.48401 -6.35659 -0.5 -1.0 0.6 -0.318
C 5.30848 -3.08676 4.85694 0.4 0.3 -1.2 -0.697
C -0.32858 4.74895 4.78329 0.5 1.5 0.2 -0.847
C -1.06973 3.38024 -3.27233 0.3 -1.2 1.0 1.129
C -2.41079 2.31111 4.50132 -0.5 0.5 0.8 -0.694
C -0.11816 2.88048 0.69364 -0.4 1.0 0.1 -0.523
C 3.43961 -2.27075 -2.73808 -1.2 0.7 0.3 0.458
C 1.95577 -1.94163 1.05477 -0.9 1.0 -0.9 -0.464
C -3.82484 0.21386 -4.64941 0.3 1.3 0.4 0.520
C 3.21408 2.41896 -1.54913 0.4 -0.4 0.4 -0.242
C -3.11285 -0.25985 1.50980 0.0 -0.5 0.3 0.520
C 1.53393 -3.02460 4.26756 0.2 -1.1 -0.6 -0.680
H -2.51568 2.66667 5.52634 0.5 0.2 0.2 0.299
H 0.29512 5.64274 4.76830 0.1 0.1 -0.2 0.302
H -0.12644 -2.89294 -7.29210 -0.1 0.4 0.1 0.386
H 0.82363 2.61872 1.17596 -0.3 -0.4 -0.1 0.150
H 2.58720 -2.10753 -3.39752 0.5 0.3 -0.5 -0.102
H -1.75255 2.66733 -3.73452 -0.1 0.4 0.2 -0.268
H 0.58067 -2.84105 3.77188 0.1 0.7 0.1 0.205
H 2.63590 1.93999 -2.33931 -0.4 -0.4 0.8 0.037
H -3.23777 1.60233 4.45843 0.3 -0.2 -0.9 0.271
H -1.41718 1.89270 4.34080 -0.3 -0.1 -0.2 0.325
H -3.67212 0.30480 -3.57400 0.0 -0.2 -0.1 -0.096
H 5.66647 -4.09695 5.05561 -0.2 0.2 0.6 0.217
H 1.86201 -3.95326 3.80059 0.5 0.1 -0.3 0.334
H -0.43643 2.26638 -0.14878 0.5 -0.1 0.1 0.104
H -3.15131 0.82439 1.40470 -0.1 -0.2 0.1 0.069
H 6.16263 -2.43913 4.65924 0.1 0.0 0.3 0.288
H 1.37088 -3.34203 5.29749 0.1 0.8 0.3 0.337
H 4.67247 -2.60872 5.60197 0.0 -0.4 0.2 0.312
H -3.28168 -3.17239 -3.59895 -0.4 0.1 0.3 -0.259
H 2.28986 -1.38292 0.18051 0.6 0.4 0.3 -0.014
H -0.06683 3.93794 0.43430 0.2 0.0 -0.5 0.492
H -3.38367 -3.34051 -1.81289 -0.4 0.0 -0.2 0.102
H -0.31748 2.81310 -2.72409 -0.3 -0.1 0.0 -0.518
H -3.00058 -0.75867 0.54716 0.1 0.1 0.1 -0.255
H 1.24447 -2.61111 0.57110 -0.1 -0.4 0.7 0.279
H 2.88926 -2.54780 -1.83894 0.8 -0.4 0.3 0.003
H -1.32859 5.12650 4.99664 -0.2 -0.3 -0.1 0.358
H 4.26940 2.33330 -1.80812 -0.1 0.2 0.3 0.425
H -2.88277 -0.05902 -5.12494 -0.4 -0.3 0.0 -0.098
H 0.03152 4.22011 5.66576 -0.1 -0.9 -0.4 0.273
H -0.63871 -1.40269 -6.31408 0.2 -0.2 0.1 0.149
H 1.44741 -1.25376 1.73041 -0.2 0.0 -0.1 0.356
```
Positions in Å, forces in eV/Å.



(3)
Density functional theory data (ωB97M-V with the def2-TZVPD basis set) for a cluster of 3 separate species, C13H32BFN2O6P in total at a distorted geometry.

Its energy is -1541.53766 Ha. Its total charge is -1. The LUMO energy comes out at 2.5 eV. Its spin multiplicity is 1. The molar mass comes out at 373.19 g/mol.

XYZ file:
```
56
Properties=species:S:1:pos:R:3:forces:R:3:mulliken_charge:R:1
P 1.39539 -3.54665 -3.43406 0.5 1.0 0.6 0.627
F 3.98296 -1.32228 -0.03262 0.2 0.0 0.0 -0.370
O -6.64565 2.51026 -1.48590 0.1 0.0 0.0 -0.378
O 2.39388 -4.84941 -3.60057 -0.3 -0.2 -0.2 -0.573
O 2.37497 1.77198 2.59779 0.0 0.0 0.2 -0.290
O 4.12364 3.27157 4.43149 -0.1 0.0 0.0 -0.384
O 0.13762 -3.87183 -4.40886 -0.2 -0.4 0.0 -0.547
O -4.04587 1.12842 -1.57985 -0.1 0.2 0.1 -0.347
N -0.05932 -4.77340 -1.23590 0.1 0.4 -0.2 -0.936
N 2.09856 -2.22961 -3.96268 -0.1 -0.4 0.0 -0.857
C 4.56254 2.61990 3.24812 0.1 0.1 0.1 -0.551
C 2.03716 -2.62288 0.64522 0.5 0.0 0.1 -0.691
C -0.12092 -2.18541 -1.43459 0.5 -0.4 0.0 -0.755
C 1.28880 2.53588 3.08405 0.0 0.0 -0.1 -0.833
C -4.24264 0.76197 -0.22550 0.1 -0.1 0.0 -0.926
C -6.02811 2.02900 -2.66949 -0.1 0.0 0.0 -0.494
C 3.48634 2.54509 2.18680 0.0 -0.2 -0.2 -0.446
C 3.70193 2.37665 5.44323 0.0 0.0 0.0 -0.712
C 2.79600 -1.30451 0.70393 -0.2 0.0 0.4 0.061
C -5.95726 3.59334 -0.89007 0.0 0.0 0.0 -0.705
C -0.89598 -1.27545 -1.27093 -0.6 0.1 -0.3 -0.158
C 2.16989 -3.40606 -0.66532 -0.5 0.0 -0.2 -0.712
C -5.14092 0.82733 -2.42200 0.2 -0.1 -0.1 -0.506
B 0.79590 -3.49136 -1.55204 -0.3 -0.4 -0.2 0.826
H 3.04310 -2.38996 -4.28899 0.1 0.2 -0.1 0.166
H -6.30345 3.67856 0.13914 0.0 0.0 0.0 0.247
H 3.10187 2.94195 6.15542 0.0 0.0 0.0 0.248
H 2.39423 -3.23530 1.47265 0.1 -0.1 0.1 0.323
H 2.44062 -4.43189 -0.42649 0.0 -0.2 0.0 0.115
H 3.29281 -4.51604 -3.54753 0.1 -0.1 0.0 0.306
H 4.56578 1.95148 5.96734 0.0 0.0 0.0 0.320
H 0.99824 -2.38429 0.86511 -0.2 0.0 0.0 0.314
H 3.08214 -1.10373 1.73714 0.1 0.1 0.1 0.174
H -6.17957 4.52884 -1.41697 0.0 0.0 0.0 0.315
H -4.07015 -0.31129 -0.09520 0.0 0.0 0.0 0.353
H -0.75803 -4.51102 -0.54810 0.0 -0.1 0.2 0.218
H -4.87747 3.43408 -0.88478 0.0 0.0 0.0 0.306
H -5.45217 2.82803 -3.14733 0.0 0.0 0.0 0.322
H 3.16708 3.55108 1.89455 0.0 0.0 0.0 0.331
H 3.09501 1.56424 5.03939 0.0 0.0 0.0 0.304
H 5.40201 3.19975 2.85302 0.0 0.0 0.0 0.373
H 4.92770 1.61527 3.48223 0.0 0.0 0.0 0.323
H 3.90790 2.05579 1.30385 0.0 0.0 0.0 0.395
H -0.62100 -4.97659 -2.05643 -0.1 -0.1 0.0 0.218
H -1.71245 -0.59775 -1.32972 0.1 0.3 0.2 0.472
H -5.24558 1.01150 0.12847 0.0 0.0 -0.1 0.468
H 2.20151 -0.45883 0.36949 0.0 0.0 -0.4 0.139
H -4.72851 0.50023 -3.38099 0.0 0.0 0.0 0.375
H 1.62146 3.34749 3.73547 0.0 0.0 0.0 0.355
H 2.98008 -3.00800 -1.27038 0.2 0.2 0.1 0.348
H 0.71286 2.95550 2.25181 0.0 0.0 0.0 0.313
H 0.64553 1.86622 3.65324 0.0 0.0 0.0 0.246
H -6.82983 1.73579 -3.35426 0.0 0.0 0.0 0.361
H -5.72666 -0.00043 -2.00951 0.0 0.0 0.0 0.351
H 0.23101 -3.24181 -5.13416 0.0 0.0 -0.1 0.302
H -3.51495 1.30861 0.37228 0.1 0.0 0.0 0.258
```
Positions in Å, forces in eV/Å.